1.
The following is a quantum chemistry calculation of a structure of composition C36H55FO17 in a non-equilibrium geometry, from the OMol25 dataset.

```
! RIJCOSX wB97M-V def2-TZVPD def2/J DEFGRID3
* xyz 0 1
H -1.533 -2.420 -0.366
H 4.040 -1.794 3.536
C -0.442 7.120 3.476
C 3.192 -2.011 2.891
C -1.388 -1.442 1.587
H 0.247 4.480 4.933
H 4.336 -1.295 1.206
C -1.136 6.175 2.518
C -2.395 -0.318 -3.965
H 4.736 -1.262 -10.051
H 3.120 0.345 -11.600
C 3.535 -2.012 1.400
H 2.964 -1.836 -5.734
H -2.101 -4.776 3.882
C -2.359 -0.580 -5.458
F -3.779 3.880 3.542
C 1.990 -1.309 -3.111
H -3.715 0.111 7.421
H 2.895 1.915 4.117
C 1.969 -0.720 -8.664
H 1.577 1.030 -9.806
H -1.811 5.102 4.207
H -1.048 -2.633 4.106
O -0.990 -0.091 1.893
H 2.374 2.950 5.464
C -0.426 -3.498 4.319
H 0.724 -0.583 -4.255
C 1.660 -0.043 -9.987
H 0.877 -1.007 -4.930
O -0.611 8.271 3.672
O 3.286 -1.029 -8.611
C 2.146 -0.919 2.991
O -4.138 -1.950 3.778
O 0.409 -3.750 3.171
C -0.889 -0.911 -5.710
C 0.287 4.990 3.970
C -1.216 -4.787 4.517
C 3.964 -0.545 -9.785
H -4.129 1.514 5.521
H -1.658 3.644 1.684
H -2.672 0.333 -5.968
H 0.008 0.910 -4.894
C -0.665 -0.389 -0.414
H 1.710 5.291 2.433
H -0.699 2.849 2.948
C 1.356 4.441 3.022
C -4.485 -0.226 6.732
H 1.527 -2.321 0.592
H 1.619 0.451 -4.238
C 2.875 -0.395 -10.841
C 4.059 -1.023 -4.059
C -0.229 -5.841 4.016
H 4.880 -1.701 -4.277
H 3.324 -0.127 -5.919
H 4.435 0.409 -9.538
H -5.175 0.557 3.598
H 0.449 -6.180 4.802
H 4.468 -0.058 -3.752
O -1.133 -0.106 -3.513
O 1.317 -5.513 2.147
H -1.028 0.155 -1.278
C -5.338 0.036 4.537
C -0.197 -0.123 -4.604
H 2.712 -1.351 -11.340
H -6.369 -0.321 4.574
H -2.259 -1.687 2.190
H 0.718 -0.411 -10.385
H -2.100 6.517 2.148
O -3.920 -1.252 5.892
H -0.467 6.071 1.654
C 2.225 2.725 4.402
H 0.921 3.718 2.319
C -2.758 2.944 3.375
H -3.135 2.160 2.710
C 0.589 -5.079 2.992
C -1.139 4.916 3.360
O 2.499 3.860 3.599
C 1.761 -0.613 -4.438
O 1.187 -1.600 -2.272
H -2.539 2.479 4.341
C -0.517 0.524 0.784
H 0.313 -0.825 -0.632
C -1.510 3.552 2.761
H 2.725 -2.947 3.197
H -0.564 -2.106 1.861
H -0.698 -6.705 3.555
C -1.657 -1.438 0.086
O -0.044 1.625 0.842
H -2.676 -1.102 -0.111
H -1.540 -4.928 5.545
H -0.533 -0.648 -6.704
H -5.768 1.461 6.167
H 0.223 -3.268 5.167
H 3.843 -2.980 1.010
H 1.206 2.352 4.251
O 3.311 -1.564 -2.954
C 2.235 -1.514 0.778
O 0.503 6.407 4.146
O -3.343 -0.276 -3.239
H -0.721 -1.979 -5.562
H 2.373 -0.953 -0.139
O 1.666 -0.634 1.768
O 1.732 -0.361 3.970
H -3.044 -1.383 -5.715
C 3.053 -0.892 -5.198
C -4.960 0.854 5.768
H -5.306 -0.664 7.303
O 1.218 -0.961 -7.765
C -4.419 -1.162 4.635
*
```

The LUMO energy comes out at 0.005 Eh. For the HOMO energy, the calculation gives -7.93 eV. The HOMO-LUMO gap is 8.07 eV.

=====

2.
The following is a quantum chemistry calculation of a structure of composition C6H10N2O3S in a non-equilibrium geometry, from the OMol25 dataset.

```
! RIJCOSX wB97M-V def2-TZVPD def2/J DEFGRID3
* xyz 0 1
C -1.642 -0.397 1.132
C 2.811 0.574 0.889
H 3.524 -0.230 1.314
H -0.611 -2.455 0.964
H 1.301 1.990 -1.531
H -2.523 -0.006 0.559
C -0.267 1.073 -0.293
N -0.474 0.395 0.843
H 1.296 2.422 0.352
H 0.307 0.503 1.536
O -2.784 -1.004 -1.707
H -2.206 -2.293 0.107
C 1.207 1.649 -0.511
S -1.389 -0.809 -1.744
H 2.192 -0.223 -0.942
C 2.123 0.553 -0.183
N -0.450 -1.451 -0.723
O -1.173 1.046 -1.164
C -1.333 -1.785 0.489
H -1.841 -0.431 2.292
H 2.797 1.476 1.408
O -0.865 -0.599 -3.085
*
```

The LUMO energy comes out at 0.005 Eh. For the HOMO energy, the calculation gives -9.73 eV. For the energy relative to the best compared isomer or geometry (same formula, charge and spin), the calculation gives 64.9 kcal per mole. The HOMO-LUMO gap is 9.87 eV.

=====

3.
The following is a quantum chemistry calculation of an isolated molecule of C5H13NS in a non-equilibrium geometry, from the OMol25 dataset.

```
! RIJCOSX wB97M-V def2-TZVPD def2/J DEFGRID3
* xyz 0 1
H -0.992 -1.469 -0.050
H 0.774 -1.293 2.188
C 1.750 0.339 0.134
H -0.124 0.620 -1.840
H 1.835 0.269 -0.962
H -0.072 -1.157 -2.473
C 0.267 0.077 0.549
H -2.303 0.913 -2.253
H 2.104 1.278 0.553
C 0.239 -0.229 2.081
H 2.257 -0.495 0.529
S 0.941 1.080 3.164
H 2.233 1.525 3.024
C -0.616 -0.379 -1.820
H -2.429 -0.793 -2.745
H -0.293 1.069 0.505
H -0.636 -0.334 2.710
N -0.251 -0.904 -0.441
H -2.573 0.033 -0.950
C -2.110 -0.148 -1.904
*
```

The LUMO energy comes out at 0.032 Eh. For the HOMO energy, the calculation gives -8.58 eV. For the energy relative to the best compared isomer or geometry (same formula, charge and spin), the calculation gives 53.3 kcal per mole. As for the SMILES: CCN[C@H](C)CS. The HOMO-LUMO gap is 9.45 eV.

=====

4.
The following is a quantum chemistry calculation of a cluster of 2 separate species, C6H9BrO in total in a non-equilibrium geometry, from the OMol25 dataset.

```
! RIJCOSX wB97M-V def2-TZVPD def2/J DEFGRID3
* xyz 0 1
H -0.384 2.943 0.570
O 0.586 1.140 0.134
Br 3.714 -0.324 -0.047
C -0.203 0.132 0.198
H 1.742 -1.049 1.526
C -0.927 -0.760 -0.412
H 1.530 2.966 0.769
C -1.365 -0.558 -1.846
H -2.372 -0.931 -1.823
H 3.085 -0.836 3.743
H -1.559 -1.472 0.202
H -1.381 0.488 -2.092
C 0.501 2.390 0.507
C 2.848 -0.709 1.664
H 4.523 -0.191 2.835
H -0.787 -1.073 -2.600
C 3.517 -0.493 2.812
*
```

The LUMO energy (spin up / spin down) comes out at 0.017 / 0.017 Eh. For the HOMO energy (spin up / spin down), the calculation gives -7.92 / -7.71 eV. For the energy relative to the best compared isomer or geometry (same formula, charge and spin), the calculation gives 128.3 kcal per mole. The HOMO-LUMO gap (spin up / spin down) is 8.38 / 8.19 eV.

=====

5.
The following is a quantum chemistry calculation of an isolated molecule of C2H4N2S2 in a non-equilibrium geometry, from the OMol25 dataset.

```
! RIJCOSX wB97M-V def2-TZVPD def2/J DEFGRID3
* xyz 0 1
C -1.515 -0.099 0.311
N 0.814 1.119 -0.272
H 1.385 2.090 -0.380
N 1.581 -0.032 0.078
H -0.041 1.190 -0.944
S -0.675 -1.416 -0.306
H 1.563 -2.175 0.259
H -0.981 0.466 1.153
S -3.134 -0.020 -0.072
C 1.001 -1.123 0.173
*
```

The LUMO energy comes out at -0.022 Eh. For the HOMO energy, the calculation gives -8.88 eV. For the energy relative to the best compared isomer or geometry (same formula, charge and spin), the calculation gives 85.1 kcal per mole. As for the SMILES: N/N=C\SC=S. The HOMO-LUMO gap is 8.26 eV.

=====

6.
The following is a quantum chemistry calculation of a structure of composition C31H38F6O28Si2 in a non-equilibrium geometry, from the OMol25 dataset.

```
! RIJCOSX wB97M-V def2-TZVPD def2/J DEFGRID3
* xyz 0 1
C -0.164 -0.335 -5.334
C -3.835 0.274 0.107
H 7.186 1.407 6.490
H 3.023 -1.706 2.151
C -7.418 -5.511 -1.307
O 5.004 -3.178 5.692
C 2.854 -0.830 1.373
H 1.809 -3.310 5.948
F -2.393 2.287 -1.890
C 2.383 3.909 -3.996
O 3.497 4.275 -4.788
H 4.732 1.024 4.711
O 1.216 7.017 6.072
H 6.353 2.609 5.472
C -7.654 -3.308 -1.023
O -5.815 -2.481 -3.895
H -2.406 5.103 4.928
H -7.220 -1.302 -2.928
O -8.088 -2.174 -1.138
C -6.238 -1.223 -3.403
O 1.649 4.811 -5.959
H 0.879 -0.627 -1.980
O -8.335 -4.435 -1.383
H 6.113 -0.076 4.951
H -6.026 0.678 -4.409
O 3.156 -2.642 4.521
F -4.819 1.917 1.737
C -3.485 1.403 1.247
C 2.767 -3.588 5.500
H 2.233 4.671 -3.224
O 3.927 0.837 8.483
H -4.003 0.256 -1.878
F -0.853 3.695 -0.734
H 3.740 -2.782 7.256
C -1.680 2.440 -0.577
O 4.937 -3.565 -2.118
H 2.667 -4.569 5.023
O 0.107 -1.672 -5.357
H 0.302 4.143 -4.532
F -2.835 0.821 2.480
C 4.224 -2.573 -1.509
O -5.271 -0.946 -5.451
F -3.732 3.672 0.190
C -1.929 -1.289 -6.314
C 6.210 1.740 6.120
C -2.676 2.717 0.695
H -7.226 -0.412 -5.148
C -5.133 -2.245 -5.053
C -0.523 4.160 5.416
F -1.976 3.455 1.812
C -1.337 5.206 4.724
Si 2.653 2.041 -0.386
H 2.551 2.943 -3.513
C -0.604 1.220 -0.368
H -1.561 -2.650 -4.673
H -5.393 -5.412 -0.558
O -4.485 -3.085 -5.656
O -0.837 6.416 5.262
O 5.389 2.067 7.225
H 1.159 2.885 -5.457
C 5.840 -3.122 -0.069
C 4.626 0.967 7.492
H 1.786 2.898 0.457
O 1.938 1.823 -1.999
O -6.424 -3.615 -0.517
O 5.202 -1.932 3.784
H -7.003 -5.692 -2.304
C 1.260 3.866 -4.981
C 2.839 0.320 0.529
H 5.455 -3.884 0.616
H 4.005 2.611 -0.495
C 3.890 -3.544 6.484
O -0.425 0.495 0.739
H 4.058 -4.511 6.967
H -0.968 3.845 6.366
O -4.639 0.475 -1.109
H -0.359 3.279 4.791
H -6.646 -5.251 0.697
C -6.389 -5.018 -0.342
O 3.695 5.521 -6.696
O 4.813 -2.188 -0.339
C -6.264 -0.367 -4.627
H -0.298 1.078 -3.124
O -1.429 -0.079 -5.777
O 3.194 -2.093 -1.952
O 0.699 4.822 5.682
H 6.700 -2.630 0.394
C 3.007 4.922 -5.886
O 0.624 0.522 -4.967
C 0.429 6.160 5.705
H -7.915 -6.420 -0.959
O -3.349 -0.982 0.307
C 4.515 -2.532 4.594
H 6.924 -3.092 -1.942
H -0.952 -3.216 -6.248
H -1.179 5.209 3.641
Si 0.517 0.789 -1.922
H -2.999 -1.391 -6.111
O 4.746 0.032 6.505
H -1.772 -1.286 -7.398
C 6.162 -3.679 -1.418
C 5.453 0.644 5.443
H 6.487 -4.722 -1.372
H -5.512 -0.872 -2.662
C -1.116 -2.334 -5.623
*
```

The LUMO energy comes out at -0.074 Eh. For the HOMO energy, the calculation gives -9.43 eV. The HOMO-LUMO gap is 7.41 eV.

=====

7.
The following is a quantum chemistry calculation of a cluster of 2 separate species, C4H5N3 in total in a non-equilibrium geometry, from the OMol25 dataset.

```
! RIJCOSX wB97M-V def2-TZVPD def2/J DEFGRID3
* xyz 0 1
N -0.801 -2.259 -0.670
N 0.897 0.799 0.795
H 0.198 -2.063 -0.700
N -2.034 2.042 -1.292
C -1.591 -0.023 0.198
H 0.719 1.486 0.056
H -1.396 0.079 1.261
H 2.282 -0.623 1.236
C 1.960 0.160 0.544
C -1.829 1.119 -0.621
H 2.593 0.352 -0.327
C -1.281 -1.194 -0.310
*
```

The LUMO energy comes out at 0.019 Eh. For the HOMO energy, the calculation gives -9.66 eV. For the energy relative to the best compared isomer or geometry (same formula, charge and spin), the calculation gives 79.1 kcal per mole. As for the SMILES: N#CC=C=N.C=N. The HOMO-LUMO gap is 10.19 eV.

=====

8.
The following is a quantum chemistry calculation of a cluster of 2 separate species, C5H14S in total, from the OMol25 dataset.

```
! RIJCOSX wB97M-V def2-TZVPD def2/J DEFGRID3
* xyz 0 1
H 1.026 0.695 2.533
H -0.515 1.719 0.016
H -3.685 -1.923 -1.406
H 2.869 2.163 1.583
H 0.059 -0.302 1.440
C 1.050 0.114 1.610
H 1.761 -0.699 1.777
H 0.787 2.565 -0.831
C 0.503 2.087 0.107
H -2.958 -2.828 -0.065
C 1.495 0.961 0.421
S -1.527 -1.082 -0.938
H 1.577 0.309 -0.454
C -2.771 -2.396 -1.042
C 2.886 1.542 0.682
H 3.224 2.169 -0.148
H 0.523 2.821 0.918
H 3.611 0.742 0.805
H -0.554 -1.823 -0.394
H -2.466 -3.167 -1.739
*
```

The LUMO energy comes out at 0.034 Eh. For the HOMO energy, the calculation gives -9.10 eV. For the energy relative to the best compared isomer or geometry (same formula, charge and spin), the calculation gives 0.0 kcal per mole. As for the SMILES: CC(C)C.CS. The HOMO-LUMO gap is 10.02 eV.